The following is a quantum chemistry calculation of a 13-piece molecular cluster, C7H33NO12 overall in a non-equilibrium geometry, from the Open Molecules 2025 dataset.

Its total energy is -33856.13579 eV. Its HOMO energy is -0.295 Eh. As for the HOMO-LUMO gap: 0.3053 Eh. The value obtained for the LUMO energy is 0.3 eV. The total charge is 0.

Geometry as XYZ:
```
53
Properties=species:S:1:pos:R:3:forces:R:3:nbo_charge:R:1
H 2.748462 0.550712 -1.712085 -0.4 0.4 0.0 0.517
H 0.406230 2.379874 2.353679 0.7 0.3 0.0 0.488
H -0.603283 0.770205 -1.076262 -0.7 -1.1 -0.5 0.203
H 1.317911 -2.333791 -1.555054 -0.1 -0.3 0.7 0.496
C -1.842967 0.343016 -2.876895 -0.3 0.5 -1.7 -0.679
O 3.739194 -0.414621 -2.802033 3.5 3.4 -1.7 -0.956
C -1.168407 -1.312543 -1.164068 -0.7 1.2 -1.0 -0.286
H -1.543690 0.730702 2.789497 -0.5 0.0 0.2 0.524
H 2.419642 -0.071472 1.909856 0.1 0.3 0.0 0.488
H -1.614000 2.263673 1.362054 -0.2 0.1 0.0 0.482
H -1.480113 2.115704 3.567911 -0.6 0.5 0.9 0.500
N 0.541193 -1.760341 2.032863 -0.4 -1.2 -0.7 -0.528
C 0.045811 -0.942245 1.050725 -0.3 -1.5 -0.9 -0.111
O -0.547146 -2.360308 -3.912746 -0.9 0.0 1.5 -0.982
O 1.943018 0.719574 -1.162597 0.9 -0.2 1.0 -1.048
H 1.053720 2.125236 -0.875941 0.3 -0.1 -0.3 0.525
H -2.962113 -0.235485 1.787687 -0.6 0.1 -0.8 0.514
H -1.261820 1.116715 -3.437454 -0.2 -0.6 0.3 0.210
C 0.294809 -3.088450 1.692332 -0.6 1.2 -1.2 -0.080
O 2.803802 0.638378 1.380409 -0.2 0.7 -0.2 -0.995
O -1.863668 2.462185 0.445164 -0.6 0.0 0.5 -1.000
H -2.809654 0.862559 -2.717957 0.3 -0.4 0.2 0.220
O 1.465840 -1.695367 -2.244472 0.4 0.8 -0.5 -1.004
H 1.345766 -0.792353 -1.835284 -0.1 -0.8 0.0 0.520
H 0.987040 -1.453938 2.886291 -0.1 0.2 -0.1 0.451
H 0.411661 0.858619 3.399445 -0.4 0.1 0.1 0.490
O -2.507333 -0.466124 2.613039 1.5 -1.6 0.4 -0.964
H -3.276123 -0.212567 -0.443228 0.1 0.5 0.4 0.491
H -3.003161 1.136765 0.252037 1.3 1.7 -0.5 0.503
C -0.369863 -3.089243 0.460763 0.4 -0.8 0.8 -0.328
H 1.866530 1.093304 3.852499 -1.0 -1.2 -0.3 0.493
C -0.526875 -1.740101 0.044393 0.7 0.2 1.7 -0.095
C -1.150700 -0.038760 -1.625218 0.2 -0.7 0.7 -0.171
H 0.584766 -3.900787 2.319242 0.1 -0.2 0.3 0.219
H -0.116850 -2.423945 -4.731781 0.8 -0.2 -1.8 0.460
H -0.725538 -3.985024 -0.082989 0.3 0.7 0.5 0.234
O 1.210959 0.375574 3.632020 1.6 0.7 1.0 -0.998
H 2.300032 0.573549 -0.214517 -0.4 0.2 -0.7 0.523
H -1.019183 2.629111 0.025276 0.3 0.3 -0.6 0.493
H 0.787832 3.621789 -1.129091 0.5 1.8 -1.4 0.493
H -1.922672 -1.237630 2.347433 -1.0 1.2 0.5 0.496
O -3.533181 0.365164 0.296659 -1.6 -2.2 0.0 -0.977
H 0.146852 -2.073437 -3.286998 -0.1 0.0 -0.2 0.495
O -1.058484 1.616375 2.889906 0.5 -0.5 -0.5 -1.023
H 3.831280 -0.197938 -3.761476 -0.2 -0.4 1.3 0.482
H 3.077860 -1.023167 -2.715912 -3.0 -3.2 0.1 0.491
O 0.567927 2.923059 -0.567733 -0.4 -1.5 1.2 -0.990
O 1.275484 2.706591 2.028351 -1.0 0.4 -1.1 -1.001
H -1.690545 -2.102228 -1.743787 0.4 0.7 0.3 0.233
H 2.305745 1.475522 1.673376 0.5 -1.1 -0.2 0.506
H 0.103750 0.114049 1.074546 0.2 0.7 0.2 0.216
H 1.015407 2.921436 1.080427 0.7 0.1 1.0 0.502
H -2.001154 -0.537573 -3.572300 0.2 1.0 0.9 0.254
```
Positions in Å, forces in eV/Å.